No. 1
{"formula": "C16H20N4O2S", "method": "ωB97M-V/def2-TZVPD", "multiplicity": 1, "e_lumo_ha": 0.0170, "elements": ["C", "C", "C", "C", "N", "N", "C", "N", "C", "O", "C", "C", "C", "O", "N", "C", "C", "C", "C", "C", "C", "C", "S", "H", "H", "H", "H", "H", "H", "H", "H", "H", "H", "H", "H", "H", "H", "H", "H", "H", "H", "H", "H"], "positions_angstrom": [[-6.079, -2.051, 1.140], [-6.547, -1.751, -0.278], [-6.245, -0.304, -0.695], [-4.783, -0.056, -0.755], [-4.025, -0.448, -1.714], [-2.740, -0.155, -1.555], [-2.496, 0.475, -0.456], [-1.248, 0.875, -0.074], [-1.031, 1.541, 1.090], [-1.925, 1.830, 1.858], [0.424, 1.884, 1.365], [1.157, 2.546, 0.185], [1.822, 1.512, -0.709], [1.194, 0.612, -1.245], [3.145, 1.659, -0.874], [3.948, 0.707, -1.625], [4.666, -0.234, -0.691], [3.948, -1.228, -0.037], [4.581, -2.075, 0.855], [5.938, -1.937, 1.099], [6.658, -0.949, 0.451], [6.023, -0.097, -0.437], [-3.912, 0.780, 0.528], [-4.999, -1.949, 1.220], [-6.346, -3.068, 1.420], [-6.539, -1.366, 1.850], [-6.054, -2.425, -0.980], [-7.624, -1.913, -0.348], [-6.666, -0.126, -1.687], [-6.701, 0.387, 0.015], [-0.458, 0.633, -0.692], [0.428, 2.554, 2.226], [0.938, 0.963, 1.654], [0.443, 3.111, -0.419], [1.903, 3.244, 0.567], [3.643, 2.360, -0.349], [3.255, 0.153, -2.264], [4.657, 1.259, -2.246], [2.892, -1.336, -0.237], [4.017, -2.847, 1.356], [6.433, -2.600, 1.793], [7.716, -0.839, 0.638], [6.589, 0.672, -0.943]], "lowdin_charge": [-0.1152, -0.2566, -0.2125, -0.6054, -0.0044, 0.0076, -0.5713, 0.1185, -0.4888, -0.0028, -0.0723, -0.0809, -0.4793, 0.0413, 0.0869, -0.1182, -0.2163, -0.0353, -0.0770, -0.0902, -0.0855, -0.0492, 1.1305, 0.0575, 0.0689, 0.0741, 0.1079, 0.1036, 0.1153, 0.1051, 0.1115, 0.1227, 0.1330, 0.1354, 0.1119, 0.1471, 0.1290, 0.1245, 0.1127, 0.1043, 0.1017, 0.1022, 0.1080]}


No. 2
{"formula": "C16H20N4O4", "method": "ωB97M-V/def2-TZVPD", "multiplicity": 1, "e_lumo_ha": 0.0126, "elements": ["N", "C", "O", "C", "C", "C", "N", "C", "O", "N", "C", "C", "C", "C", "N", "C", "C", "C", "C", "C", "C", "C", "O", "O", "H", "H", "H", "H", "H", "H", "H", "H", "H", "H", "H", "H", "H", "H", "H", "H", "H", "H", "H", "H"], "positions_angstrom": [[0.149, 3.931, -2.133], [-0.074, 2.644, -1.613], [-0.745, 2.578, -0.435], [0.241, 1.748, -2.665], [0.931, 0.521, -2.177], [2.176, 0.975, -1.377], [3.001, 1.449, -2.509], [2.576, -0.430, -0.789], [3.235, -1.156, -1.443], [1.838, -0.853, 0.377], [1.553, -0.046, 1.597], [-0.038, 0.397, 1.759], [-0.988, -0.790, 1.232], [-0.834, -2.111, 1.451], [-1.833, -2.771, 0.867], [-2.707, -1.926, 0.275], [-3.771, -2.185, -0.468], [-4.430, -1.115, -1.001], [-3.936, 0.104, -0.827], [-2.782, 0.490, -0.100], [-2.253, -0.620, 0.606], [1.948, -0.641, 2.918], [2.048, -1.941, 2.954], [2.063, 0.095, 4.081], [0.056, 4.636, -1.466], [1.154, 4.096, -2.847], [-0.855, 1.679, -3.140], [0.856, 2.476, -3.374], [0.105, -0.172, -1.539], [1.188, -0.195, -2.905], [2.272, 1.800, -0.661], [3.673, 0.648, -2.847], [3.801, 2.235, -2.102], [1.992, -1.835, 0.531], [2.048, 1.058, 1.571], [-0.034, 0.998, 0.928], [-0.207, 0.823, 2.757], [0.088, -2.512, 1.993], [-2.046, -3.757, 1.014], [-4.253, -3.225, -0.555], [-5.413, -1.323, -1.283], [-4.554, 0.810, -1.358], [-2.369, 1.471, 0.075], [1.928, -0.695, 4.806]], "lowdin_charge": [0.0918, -0.4588, -0.0767, -0.1949, -0.1557, -0.3122, -0.0128, -0.4304, 0.1071, 0.1226, -0.1969, 0.0035, -0.1518, -0.0826, 0.0753, -0.2537, -0.0491, -0.1411, -0.1146, 0.0306, -0.1202, -0.4026, -0.0158, 0.0502, 0.0546, 0.2268, 0.1931, 0.1262, 0.1914, 0.1011, 0.1361, 0.1126, 0.1609, 0.1224, 0.1888, 0.0245, 0.1224, 0.1384, 0.1689, 0.1431, 0.0914, 0.0961, 0.0787, 0.2112]}


No. 3
{"formula": "C16H20N4OS", "method": "ωB97M-V/def2-TZVPD", "multiplicity": 1, "e_lumo_ha": 0.0008, "elements": ["O", "C", "N", "H", "C", "C", "C", "C", "C", "S", "H", "H", "H", "H", "H", "C", "N", "C", "C", "N", "C", "N", "C", "C", "C", "C", "H", "H", "H", "H", "C", "H", "C", "H", "H", "H", "H", "H", "H", "H", "H", "H"], "positions_angstrom": [[-3.044, -2.569, 0.430], [-2.321, -2.030, -0.539], [-2.844, -0.944, -1.330], [-2.348, -0.564, -1.967], [-4.223, -0.559, -1.090], [-4.027, 0.752, -0.070], [-3.816, 0.777, 1.382], [-3.411, 2.226, 1.530], [-3.428, 3.133, 0.545], [-3.730, 2.345, -0.881], [-3.216, 4.356, 0.699], [-3.275, 2.551, 2.572], [-3.763, -0.135, 1.748], [-4.793, -1.018, -0.309], [-4.810, -0.146, -1.975], [-1.111, -2.423, -0.775], [-0.082, -1.966, 0.107], [-0.192, -0.404, 0.146], [0.865, 0.288, 1.105], [2.083, -0.252, 1.102], [2.949, 0.465, 0.184], [2.477, 1.809, 0.147], [3.420, 2.650, -0.567], [4.642, 2.241, -0.839], [5.130, 1.070, -0.965], [4.368, 0.051, -0.087], [4.632, -1.153, 0.155], [6.163, 0.739, -1.033], [5.266, 2.859, -1.408], [3.062, 3.486, -0.743], [2.146, -1.631, 0.925], [3.116, -2.148, 0.733], [1.270, -2.236, -0.127], [1.213, -3.495, -0.148], [1.613, -2.011, -1.119], [1.780, -1.885, 1.972], [0.800, 1.276, 0.982], [0.400, -0.160, 2.402], [-1.194, 0.021, 0.285], [0.056, 0.201, -0.809], [-0.736, -2.163, -1.781], [-1.087, -3.405, -0.586]], "lowdin_charge": [0.0166, -0.3972, 0.0949, 0.0411, -0.1252, -0.4114, -0.0165, -0.2637, -0.5390, 0.9360, 0.1541, 0.0929, 0.0381, 0.0945, 0.1264, -0.2110, -0.1093, -0.0944, -0.2217, -0.1520, -0.1928, 0.1258, -0.0446, -0.2006, -0.0680, 0.0617, 0.1429, 0.1079, 0.1041, 0.0278, -0.2138, 0.1107, -0.2205, 0.1923, 0.1079, 0.1466, 0.0399, 0.2111, 0.0919, 0.1405, 0.1599, 0.1161]}


No. 4
{"formula": "C16H20NO2", "method": "ωB97M-V/def2-TZVPD", "multiplicity": 1, "e_lumo_ha": -0.0819, "total_charge": 1, "elements": ["O", "C", "C", "N", "C", "C", "C", "C", "C", "C", "C", "C", "C", "C", "C", "C", "C", "C", "O", "H", "H", "H", "H", "H", "H", "H", "H", "H", "H", "H", "H", "H", "H", "H", "H", "H", "H", "H", "H"], "positions_angstrom": [[0.767, 2.434, 2.768], [1.037, 1.123, 3.226], [1.462, 0.319, 1.993], [0.546, 0.641, 0.877], [-0.768, -0.079, 0.955], [-0.627, -1.573, 1.071], [-0.542, -2.372, -0.063], [-0.412, -3.745, 0.056], [-0.374, -4.336, 1.307], [-0.478, -3.550, 2.443], [-0.605, -2.177, 2.326], [1.167, 0.521, -0.468], [0.394, 1.330, -1.479], [0.218, 2.697, -1.291], [-0.473, 3.460, -2.213], [-0.989, 2.858, -3.350], [-0.813, 1.504, -3.559], [-0.126, 0.731, -2.630], [0.054, -0.606, -2.800], [0.692, 3.039, 3.513], [1.849, 1.110, 3.959], [0.143, 0.692, 3.695], [1.459, -0.753, 2.189], [2.469, 0.629, 1.707], [0.343, 1.647, 1.014], [-1.322, 0.183, 0.051], [-1.309, 0.310, 1.819], [-0.592, -1.928, -1.045], [-0.349, -4.354, -0.832], [-0.278, -5.406, 1.399], [-0.467, -4.005, 3.421], [-0.709, -1.577, 3.219], [2.189, 0.905, -0.408], [1.201, -0.529, -0.758], [0.644, 3.177, -0.420], [-0.601, 4.518, -2.052], [-1.523, 3.445, -4.079], [-1.207, 1.036, -4.450], [-0.278, -0.877, -3.665]], "lowdin_charge": [-0.0519, -0.2035, -0.0807, -0.0845, -0.0384, -0.2221, -0.0298, -0.0517, -0.0591, -0.0581, -0.0516, -0.0466, -0.1553, -0.0296, -0.0655, -0.0549, -0.0006, -0.2642, 0.0519, 0.1162, 0.1374, 0.1181, 0.1334, 0.1415, 0.1414, 0.1455, 0.1431, 0.0952, 0.1128, 0.1126, 0.1124, 0.1116, 0.1489, 0.1298, 0.1200, 0.1110, 0.1159, 0.1226, 0.1269]}


no.,HOMO level (eV),gap between HOMO and LUMO (Ha)
1,-8.581,0.3324
2,-7.453,0.2865
3,-8.031,0.2959
4,-11.950,0.3572